Record 1
ORCA calculation (ωB97M-V/def2-TZVPD) on a single C3H5N3OS molecule at a distorted geometry.

Each line ends with the Mulliken charge.
CARTESIAN COORDINATES (ANGSTROEM)
C 0.101 -0.606 1.184  0.658
C -0.807 -0.465 -1.422  0.152
C 1.270 1.295 -0.278  -0.577
H -1.262 -1.235 2.499  0.175
H -1.690 -1.177 0.356  0.229
H -1.796 -0.797 -1.873  0.319
H 0.252 1.619 -0.287  0.378
H 1.801 2.240 -0.427  0.339
N -0.237 -0.948 2.358  -0.633
N -0.724 -0.790 0.090  -0.312
N 0.002 0.164 -2.145  -0.386
O 1.377 0.392 -1.477  -0.257
S 1.713 0.308 1.423  -0.085

The calculation puts the HOMO energy at -0.329 Ha. Its energy above the lowest of the compared OMol25 structures with the same formula, charge and spin is 503.9 kJ/mol. As for the SMILES: [H]/N=C1\NC=NOCS1. As for the spin multiplicity: 1. The total energy is -20540.437 eV.



Record 2
ORCA calculation (ωB97M-V/def2-TZVPD) on 2 unconnected molecules or ions with the total composition C3H9NO at a distorted geometry.

Each line ends with the Mulliken charge.
CARTESIAN COORDINATES (ANGSTROEM)
C 1.878 0.401 0.323  -0.998
C 0.629 -0.508 0.211  0.504
C -0.943 0.953 1.167  -0.167
N -0.100 0.065 1.366  -0.490
H 2.731 0.006 0.841  0.303
H 2.144 0.691 -0.843  0.237
H 1.729 1.361 0.791  0.320
H 0.834 -1.478 0.156  0.532
H 0.026 -0.248 -0.713  -0.804
H -1.313 1.488 0.160  0.119
H -1.313 1.405 2.051  0.305
H -1.132 -1.576 -1.630  0.391
H -0.972 -0.049 -1.918  0.396
O -1.427 -0.892 -2.332  -0.647

The calculation puts the HOMO energy at -0.362 Ha. Its energy above the lowest of the compared OMol25 structures with the same formula, charge and spin is 299.4 kJ/mol. As for the SMILES: C=NCC.O. As for the spin multiplicity: 1. The total energy is -6791.953 eV.



Record 3
ORCA calculation (ωB97M-V/def2-TZVPD) on a single C6H13N molecule at a distorted geometry.

Each line ends with the Mulliken charge.
CARTESIAN COORDINATES (ANGSTROEM)
C -1.935 0.604 -0.615  -1.040
N -0.743 -0.127 -0.272  0.025
C -0.826 -0.894 0.962  -0.703
C 0.604 -1.035 1.484  -0.452
C 1.465 -0.019 0.678  -0.605
C 0.507 0.648 -0.312  0.376
C 1.007 0.655 -1.754  -1.646
H -2.169 1.387 0.139  0.390
H -1.819 1.173 -1.533  0.257
H -2.776 -0.080 -0.652  0.334
H -1.191 -1.894 0.721  0.323
H -1.433 -0.418 1.740  0.319
H 0.748 -0.836 2.542  0.319
H 1.002 -2.039 1.321  0.201
H 2.311 -0.415 0.119  0.314
H 1.947 0.641 1.400  0.270
H 0.332 1.709 -0.062  0.175
H 1.096 -0.325 -2.219  0.363
H 0.400 1.266 -2.419  0.355
H 2.050 1.011 -1.805  0.426

The calculation puts the HOMO energy at -0.300 Ha. Its energy above the lowest of the compared OMol25 structures with the same formula, charge and spin is 35.4 kJ/mol. As for the SMILES: C[C@@H]1CCCN1C. As for the spin multiplicity: 1. The total energy is -7922.466 eV.



Record 4
ORCA calculation (ωB97M-V/def2-TZVPD) on a molecular structure, C16H13N3O3 at a distorted geometry.

Each line ends with the Mulliken charge.
CARTESIAN COORDINATES (ANGSTROEM)
O 3.455 -0.059 1.044  -0.557
C 2.357 -0.156 1.492  0.610
O 1.596 -1.309 1.273  -0.267
C 2.108 -2.232 0.397  -1.285
H 2.023 -3.073 0.821  0.506
C 1.399 -2.114 -0.800  0.317
O 1.935 -2.361 -1.739  -0.464
C 0.012 -1.677 -0.897  0.920
C -0.742 -1.914 0.274  0.297
C -2.168 -1.474 0.386  -0.458
C -2.741 -1.122 -0.850  -0.438
C -1.864 -0.811 -2.007  -0.366
C -0.565 -0.930 -1.887  -0.658
H -0.104 -1.047 -2.837  0.454
H -2.348 -0.215 -2.841  0.319
H -3.756 -0.717 -0.591  0.341
H -2.750 -1.575 1.400  0.257
H -0.390 -2.407 1.322  0.026
H 3.117 -2.194 0.055  0.493
C 1.717 0.645 2.493  -0.647
N 0.563 1.093 1.823  0.550
C 0.193 1.354 0.711  1.163
C 0.908 1.785 -0.506  -0.854
C 0.230 2.221 -1.459  -0.264
C -1.050 2.520 -1.848  -1.157
C -1.958 2.217 -0.509  -0.482
C -1.174 1.823 0.764  0.196
N -1.715 1.177 1.727  -0.310
N -0.638 0.830 2.681  -0.697
H -3.010 2.308 -0.390  0.497
H -1.615 2.864 -2.558  0.730
H 0.915 2.712 -2.522  0.031
H 1.988 1.766 -0.494  0.497
H 2.443 1.739 2.602  0.325
H 1.632 0.333 3.468  0.376

The calculation puts the HOMO energy at -0.314 Ha. Its energy above the lowest of the compared OMol25 structures with the same formula, charge and spin is 1377.9 kJ/mol. As for the spin multiplicity: 1. The total energy is -27403.280 eV.



Record 5
ORCA calculation (ωB97M-V/def2-TZVPD) on 2 unconnected molecules or ions with the total composition CH7N2 at a distorted geometry.

Each line ends with the Mulliken charge.
CARTESIAN COORDINATES (ANGSTROEM)
N -1.658 0.336 0.349  -0.857
H -1.624 1.118 -0.252  0.300
H -2.550 -0.215 0.177  0.277
H -1.767 0.838 1.193  0.262
H -0.171 0.180 -0.078  0.418
C 1.667 -0.758 -0.571  -0.065
N 0.918 0.037 0.074  -0.161
H 2.601 -1.085 -0.230  0.279
H 1.266 -1.129 -1.437  0.263
H 1.317 0.678 0.775  0.285

The calculation puts the HOMO energy at -0.593 Ha. Its energy above the lowest of the compared OMol25 structures with the same formula, charge and spin is 75.3 kJ/mol. As for the spin multiplicity: 1. The total energy is -4123.132 eV. The charge is +1.



Record 6
ORCA calculation (ωB97M-V/def2-TZVPD) on a single C3H4O2 molecule.

Each line ends with the Mulliken charge.
CARTESIAN COORDINATES (ANGSTROEM)
C 0.077 1.013 0.546  -0.836
C -0.680 -0.268 0.394  0.697
O -1.559 -0.684 1.078  -0.446
C 0.915 -1.151 -1.077  -0.342
O -0.354 -1.051 -0.765  -0.196
H 0.162 1.242 1.608  0.280
H -0.500 1.814 0.072  0.251
H 1.059 0.946 0.078  0.410
H 0.880 -1.862 -1.934  0.182

The calculation puts the HOMO energy at -0.339 Ha. Its energy above the lowest of the compared OMol25 structures with the same formula, charge and spin is 287.3 kJ/mol. As for the spin multiplicity: 1. The total energy is -7267.708 eV.



Record 7
ORCA calculation (ωB97M-V/def2-TZVPD) on a gas-phase ion, C31H42N5O3 (charge +1) at a distorted geometry.

Each line ends with the Mulliken charge.
CARTESIAN COORDINATES (ANGSTROEM)
C -5.046 -2.041 -1.613  -0.951
N -3.633 -1.891 -1.310  0.319
C -2.673 -2.481 -2.087  0.271
O -2.853 -3.208 -3.060  -0.700
C -1.315 -2.064 -1.501  0.115
C -0.379 -1.396 -2.518  0.081
C 0.010 -2.305 -3.662  0.635
C -0.187 -1.896 -4.990  -0.460
C 0.106 -2.766 -6.040  -0.658
C 0.666 -4.025 -5.767  -0.419
C 0.878 -4.432 -4.440  -0.850
C 0.568 -3.563 -3.390  0.012
N -1.689 -1.122 -0.455  0.434
C -0.699 -0.536 0.301  -0.083
C -0.886 0.341 1.312  -1.031
C 0.198 0.889 2.216  1.932
C -0.405 1.631 3.460  -0.949
C -1.737 2.033 3.513  0.482
C -2.257 2.522 4.746  -0.661
N -3.673 2.602 4.917  0.942
O -4.120 2.979 6.022  -0.575
O -4.446 2.291 3.975  -0.568
C -1.414 2.829 5.827  -0.560
C -0.051 2.554 5.690  -0.862
C 0.444 1.898 4.550  -0.463
C -3.151 -1.002 -0.242  0.105
C -3.642 0.438 -0.476  -1.353
C -3.627 -1.541 1.129  -1.528
H -5.154 -2.679 -2.493  0.371
H -5.564 -2.489 -0.753  0.289
H -5.490 -1.057 -1.819  0.315
H -0.816 -2.962 -1.089  0.143
H -0.892 -0.505 -2.921  0.273
H 0.534 -1.033 -2.010  -0.337
H -0.631 -0.915 -5.197  0.353
H -0.088 -2.468 -7.078  0.380
H 0.907 -4.707 -6.584  0.382
H 1.294 -5.424 -4.219  0.390
H 0.708 -3.881 -2.351  0.309
H 0.293 -0.916 0.018  0.622
H -1.929 0.511 1.615  -1.085
H 0.852 0.080 2.623  0.780
H -2.433 2.056 2.658  0.584
H -1.858 3.219 6.756  0.490
H 0.637 2.844 6.493  0.428
H 1.501 1.569 4.507  0.609
H -3.291 0.788 -1.459  0.313
H -4.742 0.457 -0.451  0.518
H -3.255 1.094 0.311  0.243
H -3.468 -2.630 1.173  0.382
H -3.091 -1.058 1.953  0.239
H -4.703 -1.347 1.254  0.467
C 3.931 0.066 -2.840  -0.813
C 3.722 -1.388 -2.346  0.092
C 3.684 -1.251 -0.809  -1.074
N 3.151 0.084 -0.591  0.569
C 3.188 0.514 0.790  -1.285
C 2.536 1.869 1.077  0.297
C 3.203 2.679 2.178  -0.980
C 2.158 3.703 2.594  -0.601
C 0.870 3.389 1.816  -0.570
N 0.990 1.911 1.383  -0.272
C 3.846 0.935 -1.559  -0.735
H 4.907 0.185 -3.335  0.346
H 3.131 0.370 -3.531  0.282
H 2.748 -1.761 -2.694  -0.369
H 4.513 -2.070 -2.688  0.495
H 3.078 -2.010 -0.306  0.448
H 4.718 -1.366 -0.422  0.433
H 2.737 -0.244 1.453  0.330
H 4.255 0.580 1.107  0.452
H 2.573 2.501 0.167  0.171
H 3.536 1.989 2.974  0.426
H 4.111 3.179 1.797  0.386
H 2.015 3.602 3.672  0.175
H 2.499 4.723 2.390  0.438
H -0.073 3.671 2.334  0.377
H 0.901 3.912 0.843  0.523
H 0.569 1.866 0.446  0.560
H 4.879 1.196 -1.247  0.372
H 3.316 1.882 -1.698  0.411

The calculation puts the HOMO energy at -0.395 Ha. As for the SMILES: CN1C(=O)[C@@H](Cc2ccccc2)N(/C=C/[C@H](c2cccc([N+](=O)[O-])c2)[N@H+]2CCC[C@H]2CN2CCCC2)C1(C)C. As for the spin multiplicity: 1. The total energy is -46412.192 eV. The charge is +1.



Record 8
ORCA calculation (ωB97M-V/def2-TZVPD) on a molecular structure, C38H38IrN3O3P2S at a distorted geometry.

Each line ends with the Mulliken charge.
CARTESIAN COORDINATES (ANGSTROEM)
Ir -0.749 0.308 0.119  3.062
C 0.916 2.813 2.594  -0.613
C 0.865 1.447 3.277  -1.349
P -0.325 0.212 2.564  0.956
C 0.299 -1.367 3.192  0.899
C -0.581 -2.290 3.761  -0.754
C -0.088 -3.453 4.320  -0.757
C 1.270 -3.726 4.278  -0.540
C 2.138 -2.847 3.644  -0.783
C 1.656 -1.676 3.091  -0.515
C -1.830 0.549 3.532  0.326
C -1.846 0.324 4.907  -0.445
C -3.004 0.549 5.628  -0.936
C -4.138 1.035 4.997  -0.645
C -4.116 1.291 3.636  -1.190
C -2.970 1.034 2.904  0.430
C 1.593 2.775 1.220  -1.293
P 0.410 2.486 -0.164  0.961
C 1.388 2.502 -1.692  -0.541
C 0.720 2.848 -2.872  -0.056
C 1.388 2.856 -4.080  -0.780
C 2.726 2.488 -4.130  -0.623
C 3.382 2.098 -2.973  -0.769
C 2.720 2.096 -1.755  -0.381
C -0.501 4.056 -0.167  0.610
C -1.688 4.144 0.554  -0.120
C -2.341 5.360 0.666  -0.742
C -1.821 6.483 0.039  -0.708
C -0.650 6.392 -0.697  -0.789
C 0.018 5.184 -0.798  -0.604
H 1.488 3.480 3.245  0.520
H -0.090 3.234 2.510  0.103
H 0.531 1.579 4.312  0.801
H 1.863 1.004 3.297  0.624
H -1.642 -2.083 3.786  0.553
H -0.764 -4.146 4.796  0.441
H 1.649 -4.633 4.720  0.433
H 3.190 -3.078 3.583  0.480
H 2.337 -1.018 2.572  0.018
H -0.965 -0.049 5.410  0.552
H -3.030 0.335 6.685  0.469
H -5.034 1.215 5.568  0.439
H -5.000 1.679 3.150  0.494
H -2.943 1.194 1.831  -0.032
H 2.349 1.991 1.205  0.602
H 2.078 3.734 1.011  0.680
H -0.319 3.148 -2.823  0.416
H 0.878 3.167 -4.978  0.474
H 3.253 2.514 -5.069  0.460
H 4.422 1.813 -3.015  0.492
H 3.246 1.790 -0.864  0.368
H -2.089 3.256 1.029  0.366
H -3.249 5.437 1.244  0.497
H -2.326 7.433 0.130  0.432
H -0.249 7.268 -1.185  0.477
H 0.936 5.120 -1.362  0.474
O 0.024 -0.298 -2.275  -0.257
C 0.681 -1.476 -2.610  0.167
C 0.401 -2.039 -3.855  -0.490
C 1.031 -3.200 -4.260  -0.550
C 1.946 -3.826 -3.432  -0.653
C 2.219 -3.287 -2.186  -1.025
C 1.593 -2.119 -1.774  0.781
C 1.996 -1.546 -0.387  0.149
O 2.927 -2.092 0.158  -0.674
O 1.337 -0.548 0.008  -0.384
H 0.602 0.452 -2.475  0.017
H -0.307 -1.531 -4.495  0.503
H 0.810 -3.618 -5.231  0.433
H 2.459 -4.724 -3.742  0.436
H 2.916 -3.767 -1.519  0.512
C -5.059 -3.509 -1.088  -1.160
C -4.849 -2.568 0.102  -0.464
C -4.263 -1.290 -0.351  0.271
N -3.095 -0.848 -0.065  -0.621
N -2.780 0.328 -0.638  0.332
C -3.732 0.808 -1.412  0.299
N -3.638 1.962 -2.068  -0.380
S -5.135 -0.218 -1.456  -0.139
H -5.536 -4.426 -0.758  0.368
H -4.108 -3.761 -1.548  0.317
H -5.696 -3.044 -1.836  0.394
H -4.180 -3.012 0.840  0.222
H -5.812 -2.377 0.582  0.327
H -2.800 2.511 -1.979  0.091
H -4.403 2.328 -2.609  0.231

The calculation puts the HOMO energy at -0.492 Ha. Its energy above the lowest of the compared OMol25 structures with the same formula, charge and spin is 15.3 kJ/mol. As for the spin multiplicity: 1. The total energy is -82874.027 eV. The charge is +2.



Computed E_LUMO (Ha) in order:
0.0119, 0.0317, 0.0435, -0.0252, -0.1844, 0.0035, -0.1345, -0.2619